[1]
DFT (ωB97M-V/def2-TZVPD) results for a gas-phase ion, C7H12N3O2 (charge +1) at a distorted geometry.

```
24
Properties=species:S:1:pos:R:3:forces:R:3:nbo_charge:R:1
O 0.258376 -2.981945 -0.644947 -1.68 1.05 1.80 -0.5632
O 1.076033 -0.411915 -0.361272 -1.60 2.47 0.27 -0.5100
N -0.193130 1.200639 -1.521098 -2.21 -0.43 -3.53 -0.3016
N -0.187817 0.107795 -0.808542 1.54 -3.13 2.47 0.1323
N -1.542998 -1.685091 0.033102 -1.81 0.77 0.84 -0.6267
C -1.325765 -0.474827 -0.574883 0.63 -0.47 -0.05 0.3382
C -0.742794 -2.830602 0.068362 1.46 -2.16 -2.05 0.7019
C 2.147984 3.597831 -0.267045 -1.46 -1.27 0.00 -0.2489
C 1.201857 2.602491 -0.133419 1.45 2.13 -0.10 -0.1334
C 0.891006 2.035247 1.202400 -2.29 -3.01 -0.44 -0.6520
C 0.377820 2.265105 -1.277801 3.65 2.34 0.92 0.2045
C -1.471458 -3.981394 0.768346 1.88 -1.80 0.61 -0.7371
H 2.640579 3.779003 0.683954 0.49 0.49 -0.47 0.2148
H -0.281444 2.076793 1.315398 2.25 0.21 0.36 0.2118
H -0.933346 -5.036957 0.669006 -0.89 2.59 -0.13 0.2855
H -2.430224 -4.060159 0.276192 -0.45 -0.15 0.12 0.2421
H 2.399205 4.182439 -1.192302 -0.37 -0.81 1.08 0.2313
H 0.499082 3.021281 -2.057437 -0.97 -0.31 -0.22 0.2241
H 1.439958 2.507689 1.974233 0.09 0.65 0.85 0.2426
H 1.135753 0.901563 1.276396 -0.29 2.03 -0.08 0.2435
H -1.572326 -3.831728 1.864670 -0.18 0.20 -0.72 0.2596
H -2.083923 0.177305 -0.994297 -0.73 -0.66 0.38 0.2615
H 1.213221 -1.273693 -0.734256 -0.41 -1.69 -0.90 0.5232
H -2.515649 -1.886871 0.435242 1.90 0.94 -0.98 0.4556
```
Positions in Å, forces in eV/Å.

**Orbital gap**: 8.4 eV
**Charge**: +1
**LUMO level**: -4.68 eV
**HOMO**: -0.4819 Eh
**Calculated total energy**: -16007.788 eV
**SMILES**: C=C(C)/C=N\N(O)/C=[NH+]\C(C)=O

[2]
DFT (ωB97M-V/def2-TZVPD) results for C12H24N2O3 in the gas phase at a distorted geometry.

```
41
Properties=species:S:1:pos:R:3:forces:R:3:nbo_charge:R:1
O -0.471469 2.857572 -0.673280 -2.55 0.19 1.56 -0.7079
O -2.269557 2.620531 0.626324 1.04 -1.26 -1.22 -0.5896
O 0.755276 -1.555213 -1.274731 0.58 0.50 -0.16 -0.5742
N 1.750452 1.882252 -1.583673 0.09 -1.28 -0.52 -0.8507
N -0.510189 0.255686 -1.630412 -1.74 0.06 -1.13 -0.6863
C -2.358614 -1.738712 -0.178251 0.70 -1.02 0.67 -0.4141
C -2.686852 -0.008124 1.625772 0.37 0.76 0.81 -0.6185
C -1.556603 0.659571 -0.657834 -1.40 0.11 0.01 -0.1619
C -3.761785 -1.680766 -0.714259 -1.25 0.41 -0.92 -0.6216
C 1.510488 1.395519 1.427933 -0.24 0.41 -0.64 -0.5997
C 2.647934 -0.772719 1.121771 0.67 -1.46 -0.63 -0.3914
C 3.706053 -1.636714 0.381234 -0.36 0.44 0.26 -0.6124
C 2.397920 0.573062 0.466345 0.21 0.83 2.02 -0.2332
C 0.660827 -0.339685 -1.242234 1.24 -1.06 0.76 0.6981
C -1.814167 -0.423865 0.450658 0.55 -0.84 -0.80 -0.2195
C 1.919269 0.520883 -0.954906 -0.26 0.67 -1.17 -0.1370
C -1.466915 2.098880 -0.134672 0.52 2.07 0.22 0.7821
H 3.341233 -1.851235 -0.635077 0.49 0.06 0.28 0.2147
H -4.519106 -1.391373 0.033778 0.49 0.10 -0.08 0.2114
H -0.925148 -0.426321 -2.301328 0.15 0.74 0.92 0.4032
H 1.509906 2.461665 1.093102 -0.52 -0.81 0.35 0.2223
H -2.117980 0.746187 2.229602 -0.81 -0.63 -0.35 0.2301
H -4.175896 -2.616013 -1.135613 0.69 0.15 0.22 0.2206
H 2.468576 2.556528 -1.309459 -0.12 -0.51 -0.18 0.3860
H 1.723468 -1.362997 1.099133 -0.01 0.20 0.34 0.2087
H 0.202274 2.343667 -1.120146 1.17 -0.62 -0.87 0.5066
H 1.927669 1.379113 2.451408 -0.26 -0.15 -0.50 0.2195
H 3.860582 -2.587267 0.893196 -0.13 -0.01 -0.01 0.2137
H -1.616613 -2.163909 -0.904492 -0.76 0.43 0.49 0.2233
H 3.345673 1.122241 0.459660 0.23 -0.14 -0.26 0.1991
H -2.479666 0.766632 -1.296980 0.71 -0.31 0.63 0.2440
H 1.775295 1.702915 -2.606833 0.13 0.70 1.00 0.3808
H 0.487949 0.944147 1.425752 0.60 0.68 0.25 0.1953
H -0.794392 -0.722861 0.808013 -0.74 0.37 0.04 0.2042
H -3.837157 -0.955194 -1.539646 -0.11 -0.06 0.17 0.1898
H 2.992577 -0.669858 2.165646 -0.40 0.27 -0.40 0.2092
H -2.406620 -2.464953 0.664104 0.39 0.30 -0.43 0.2064
H 2.692939 0.022727 -1.533327 0.07 -0.44 0.06 0.2188
H 4.674154 -1.115087 0.407122 -0.21 -0.13 -0.42 0.1961
H -2.939922 -0.871156 2.273618 0.36 0.30 -0.39 0.2086
H -3.641867 0.444249 1.322995 0.42 -0.02 0.00 0.2254
```
Positions in Å, forces in eV/Å.

**Orbital gap**: 10.1 eV
**LUMO level**: 0.45 eV
**HOMO**: -0.3563 Eh
**Calculated total energy**: -21956.242 eV
**SMILES**: CC[C@H](C)[C@H](N)C(=O)N[C@H](C(=O)O)[C@@H](C)CC

[3]
DFT (ωB97M-V/def2-TZVPD) results for a molecular structure, C12H10BrF5Pt at a distorted geometry.

```
29
Properties=species:S:1:pos:R:3:forces:R:3:mulliken_spin:R:1
Pt -0.453035 0.428929 -0.002304 0.58 0.62 1.25 0.9027
Br 0.737724 2.147714 -1.513842 -0.01 3.74 0.17 0.2134
F -0.861058 1.145200 2.720324 0.30 -0.13 1.15 -0.0034
F -0.411971 -1.030669 2.470759 -0.26 -0.08 0.97 0.0065
F 1.392738 0.905072 3.870253 0.50 0.12 0.48 0.0041
F 2.111210 1.369446 1.862641 -0.53 -0.79 0.89 0.0009
F 2.124332 -0.712926 2.596785 -0.20 1.00 0.41 0.0017
C 0.601623 -0.996486 -1.063767 2.95 -0.59 -1.12 0.1494
C -2.545509 0.466475 0.653581 -1.58 0.16 -1.62 0.0724
C 1.607095 -1.358696 -0.046283 0.61 -0.16 -1.45 -0.0008
C -0.047728 0.236780 2.054405 1.69 0.40 -1.23 0.1431
C -2.088900 0.760474 -1.629830 -1.52 0.27 0.48 0.1374
C 2.838401 -0.816105 -0.423944 -0.35 -0.84 0.86 0.0522
C -2.503878 -0.585850 -1.423292 -0.71 0.22 -0.68 0.1182
C 2.708906 -0.123360 -1.645369 -1.40 -0.42 -1.25 0.0089
C -2.706543 -0.800159 -0.045530 -0.66 0.61 0.64 0.1259
C -2.260967 1.485340 -0.363741 -0.66 -0.96 -0.05 0.0237
C 1.361849 -0.169073 -2.074190 1.50 -3.67 0.39 0.0643
C 1.417415 0.454685 2.596494 -0.73 -0.23 -0.99 0.0265
H 3.516114 0.394628 -2.151779 -0.13 0.17 0.06 -0.0061
H -2.207948 2.559775 -0.229407 0.07 -0.21 0.01 -0.0098
H -1.856366 1.230349 -2.583857 -0.03 -0.17 0.35 -0.0003
H -2.698590 -1.295858 -2.226377 0.39 -0.01 0.28 0.0456
H 3.778562 -0.911532 0.125369 -0.33 0.14 0.05 0.0033
H -2.784836 0.666111 1.690629 0.15 -0.13 -0.25 -0.0559
H 1.403381 -2.047062 0.766790 0.03 0.32 -0.05 -0.0114
H -0.138044 -1.743514 -1.348063 -0.03 0.27 -0.14 -0.0187
H 0.985117 0.069697 -3.069348 0.12 0.07 0.54 -0.0184
H -3.019094 -1.729387 0.432891 0.25 0.25 -0.14 0.0244
```
Positions in Å, forces in eV/Å.

**Orbital gap (alpha / beta)**: 3.3 / 3.9 eV
**Charge**: -2
**LUMO level (alpha / beta)**: 5.08 / 5.00 eV
**Spin multiplicity**: 3
**Expectation value of S²**: 2.0140
**HOMO (alpha / beta)**: 0.0669 / 0.0404 Eh
**Calculated total energy**: -99478.299 eV